(1)
{"formula": "HI2OP", "method": "ωB97M-V/def2-TZVPD", "homo_energy_ev": -9.9, "smiles": "O=PI.I", "energy_ev": -27554.0210, "e_above_lowest_kj_mol": 89.2, "orbital_gap_ev": 8.535, "largest_force_ev_per_a": 2.51, "species": ["O", "P", "I", "I", "H"], "positions_angstrom": [[3.991, -2.844, 0.854], [4.179, -2.088, 2.049], [4.369, 0.343, 1.629], [0.589, -0.835, -0.573], [1.651, 0.501, -0.313]]}

---

(2)
{"formula": "C43H38NO3PdSb", "method": "ωB97M-V/def2-TZVPD", "homo_energy_ev": -0.6, "energy_ev": -62858.2247, "orbital_gap_ev": 4.854, "total_charge": -2, "largest_force_ev_per_a": 0.57, "species": ["Pd", "O", "C", "C", "O", "O", "C", "C", "C", "C", "C", "C", "C", "C", "C", "C", "C", "C", "H", "H", "H", "H", "H", "H", "H", "H", "H", "H", "H", "C", "C", "C", "C", "C", "C", "C", "Sb", "C", "C", "C", "C", "C", "C", "C", "C", "C", "C", "C", "C", "C", "C", "H", "H", "H", "H", "H", "H", "H", "H", "H", "H", "H", "H", "H", "H", "H", "H", "H", "H", "H", "H", "H", "C", "C", "C", "C", "C", "C", "C", "C", "N", "H", "H", "H", "H", "H", "H"], "positions_angstrom": [[1.029, -0.451, -0.644], [0.606, -0.867, 2.218], [-0.109, -2.003, 2.617], [-0.562, -2.857, 1.372], [-1.274, -3.845, 1.628], [-0.162, -2.475, 0.250], [-1.332, -1.502, 3.411], [-1.420, -0.143, 3.710], [-2.499, 0.370, 4.420], [-3.518, -0.467, 4.850], [-3.444, -1.821, 4.549], [-2.367, -2.334, 3.839], [0.797, -2.871, 3.515], [2.082, -2.423, 3.806], [2.941, -3.175, 4.598], [2.531, -4.392, 5.118], [1.251, -4.850, 4.830], [0.395, -4.100, 4.037], [0.852, -0.992, 1.258], [-0.633, 0.511, 3.361], [-2.542, 1.433, 4.627], [-4.363, -0.069, 5.399], [-4.240, -2.488, 4.859], [-2.349, -3.375, 3.557], [2.399, -1.474, 3.394], [3.941, -2.806, 4.798], [3.204, -4.987, 5.725], [0.917, -5.807, 5.214], [-0.577, -4.488, 3.774], [-2.462, 3.439, 1.194], [-2.091, 4.322, 0.028], [-2.780, 5.522, -0.138], [-2.496, 6.383, -1.189], [-1.501, 6.038, -2.090], [-0.814, 4.839, -1.932], [-1.087, 3.954, -0.890], [0.015, 2.014, -0.495], [-1.782, 0.919, -1.004], [-2.023, -0.140, -0.127], [-3.107, -0.995, -0.287], [-3.987, -0.770, -1.331], [-3.772, 0.296, -2.198], [-2.680, 1.148, -2.057], [-2.519, 2.285, -3.035], [1.191, 2.207, -2.329], [2.091, 3.271, -2.302], [3.035, 3.479, -3.302], [3.084, 2.602, -4.371], [2.208, 1.524, -4.405], [1.275, 1.292, -3.396], [0.443, 0.037, -3.493], [-3.136, 3.959, 1.876], [-1.580, 3.129, 1.761], [-2.954, 2.522, 0.864], [-3.558, 5.783, 0.574], [-3.047, 7.310, -1.300], [-1.263, 6.693, -2.921], [-0.061, 4.583, -2.667], [-1.337, -0.318, 0.693], [-3.225, -1.837, 0.384], [-4.834, -1.428, -1.484], [-4.465, 0.467, -3.017], [-2.958, 2.018, -4.000], [-1.472, 2.541, -3.194], [-3.012, 3.193, -2.678], [2.067, 3.965, -1.466], [3.725, 4.312, -3.238], [3.810, 2.736, -5.164], [2.265, 0.817, -5.225], [0.788, -0.577, -4.326], [-0.616, 0.252, -3.632], [0.514, -0.595, -2.581], [3.232, -0.187, -0.392], [3.359, -1.453, -1.025], [3.265, -2.697, -0.323], [3.351, -3.902, -0.964], [3.575, -3.978, -2.352], [3.716, -2.774, -3.062], [3.625, -1.563, -2.429], [3.687, -5.231, -3.024], [3.794, -6.239, -3.582], [3.588, 0.670, -0.957], [3.380, -0.138, 0.683], [3.087, -2.674, 0.747], [3.239, -4.817, -0.394], [3.914, -2.810, -4.128], [3.747, -0.647, -2.998]]}

---

(3)
{"formula": "C6H14BrNO7P2", "method": "ωB97M-V/def2-TZVPD", "homo_energy_ev": -9.4, "energy_ev": -110892.6710, "orbital_gap_ev": 9.662, "largest_force_ev_per_a": 3.84, "species": ["C", "C", "Br", "C", "O", "P", "O", "O", "C", "C", "C", "O", "O", "P", "N", "O", "O", "H", "H", "H", "H", "H", "H", "H", "H", "H", "H", "H", "H", "H", "H"], "positions_angstrom": [[-3.403, -2.386, 0.725], [-2.323, -2.559, -0.343], [-0.807, -3.536, 0.377], [-1.936, -1.206, -0.976], [-0.544, -1.048, -1.274], [0.300, -0.114, -0.324], [0.019, -0.177, 1.106], [0.105, 1.306, -0.990], [1.000, 2.357, -0.603], [0.319, 3.364, 0.297], [-1.136, 3.749, -0.078], [0.153, 4.647, -0.087], [1.790, -0.533, -0.758], [3.008, -0.871, 0.239], [3.357, 0.200, 1.276], [2.506, -2.289, 0.764], [4.182, -1.182, -0.798], [-3.945, -1.448, 0.592], [-2.977, -2.427, 1.725], [-4.128, -3.198, 0.658], [-2.690, -3.213, -1.128], [-2.444, -1.142, -1.939], [-2.299, -0.376, -0.370], [1.835, 1.938, -0.033], [1.340, 2.871, -1.500], [0.504, 3.252, 1.367], [-1.426, 3.662, 1.000], [-1.886, 4.513, -0.252], [4.308, 0.536, 1.177], [3.133, -2.660, 1.396], [4.084, -2.029, -1.248]]}

---

(4)
{"formula": "C21H17ClN2O3S", "method": "ωB97M-V/def2-TZVPD", "homo_energy_ev": -8.4, "smiles": "Cc1cc(CSc2ccccc2)ccc1NC(=O)c1ccc(Cl)c([N+](=O)[O-])c1", "energy_ev": -54531.4825, "e_above_lowest_kj_mol": 163.8, "orbital_gap_ev": 7.573, "largest_force_ev_per_a": 1.10, "species": ["C", "C", "C", "C", "C", "S", "C", "C", "C", "C", "C", "C", "C", "C", "C", "N", "C", "O", "C", "C", "C", "C", "Cl", "C", "N", "O", "O", "C", "H", "H", "H", "H", "H", "H", "H", "H", "H", "H", "H", "H", "H", "H", "H", "H", "H"], "positions_angstrom": [[-1.319, 2.610, -0.595], [-0.416, 1.938, 0.400], [-0.425, 2.341, 1.723], [0.392, 1.747, 2.679], [0.289, 2.146, 4.108], [-1.204, 1.366, 4.872], [-0.794, -0.330, 4.490], [-1.253, -0.894, 3.311], [-0.885, -2.188, 2.987], [-0.068, -2.912, 3.839], [0.377, -2.346, 5.023], [0.015, -1.052, 5.352], [1.234, 0.715, 2.286], [1.264, 0.293, 0.972], [0.443, 0.892, 0.024], [0.432, 0.481, -1.316], [1.168, -0.485, -1.922], [2.016, -1.172, -1.392], [0.859, -0.641, -3.385], [1.879, -1.097, -4.221], [1.665, -1.271, -5.572], [0.413, -1.024, -6.130], [0.206, -1.215, -7.822], [-0.621, -0.599, -5.291], [-1.962, -0.332, -5.763], [-2.340, -0.872, -6.774], [-2.629, 0.423, -5.087], [-0.391, -0.407, -3.932], [-2.026, 1.903, -1.030], [-1.893, 3.392, -0.105], [-0.747, 3.073, -1.400], [-1.093, 3.133, 2.029], [0.125, 3.215, 4.232], [1.155, 1.829, 4.687], [-1.888, -0.318, 2.656], [-1.233, -2.629, 2.065], [0.221, -3.920, 3.582], [1.010, -2.912, 5.690], [0.356, -0.599, 6.271], [1.872, 0.233, 3.012], [1.918, -0.509, 0.676], [-0.194, 1.012, -1.903], [2.843, -1.308, -3.783], [2.464, -1.604, -6.214], [-1.237, -0.105, -3.330]]}

---

(5)
{"formula": "C24H19IrN6OSTe", "method": "ωB97M-V/def2-TZVPD", "homo_energy_ev": -7.4, "energy_ev": -57151.3259, "e_above_lowest_kj_mol": 216.1, "orbital_gap_ev": 7.079, "largest_force_ev_per_a": 0.58, "species": ["Ir", "C", "C", "C", "C", "N", "C", "C", "C", "C", "C", "C", "C", "H", "H", "H", "H", "H", "H", "H", "H", "N", "C", "C", "C", "C", "C", "N", "H", "H", "H", "H", "H", "H", "N", "C", "O", "C", "C", "N", "C", "N", "H", "H", "Te", "C", "C", "C", "C", "S", "H", "H", "H"], "positions_angstrom": [[0.170, -0.719, 0.524], [-1.539, -3.308, 3.427], [-2.788, -2.757, 3.675], [-3.111, -1.541, 3.102], [-2.183, -0.901, 2.297], [-0.991, -1.453, 2.045], [-0.672, -2.629, 2.599], [-2.351, 0.468, 1.711], [-3.700, 0.829, 1.196], [-3.832, 1.533, 0.074], [-2.676, 1.922, -0.732], [-1.424, 1.611, -0.388], [-1.117, 0.828, 0.832], [-1.240, -4.256, 3.851], [-3.500, -3.270, 4.307], [-4.069, -1.075, 3.282], [0.301, -3.029, 2.342], [-4.567, 0.576, 1.795], [-4.814, 1.856, -0.248], [-2.858, 2.477, -1.645], [-0.597, 1.941, -1.000], [3.168, -1.279, 0.027], [2.690, -0.724, -1.130], [3.490, -0.671, -2.283], [2.977, -0.150, -3.441], [1.655, 0.297, -3.456], [0.922, 0.185, -2.304], [1.417, -0.299, -1.144], [4.151, -1.496, 0.023], [2.857, -0.813, 0.877], [4.506, -1.039, -2.231], [3.591, -0.094, -4.330], [1.198, 0.698, -4.348], [-0.125, 0.437, -2.286], [2.872, 2.108, 2.364], [1.661, 1.565, 2.081], [1.659, 0.355, 1.649], [0.492, 2.295, 2.333], [0.573, 3.512, 3.046], [0.721, 4.516, 3.596], [-0.743, 1.622, 2.047], [-1.833, 1.455, 2.733], [2.950, 3.063, 2.664], [3.698, 1.571, 2.178], [-1.309, -2.191, -1.032], [0.331, -3.444, -1.441], [1.201, -3.392, -2.493], [2.243, -4.356, -2.408], [2.151, -5.128, -1.289], [0.792, -4.688, -0.349], [1.096, -2.685, -3.305], [3.021, -4.474, -3.150], [2.799, -5.934, -0.985]]}

---

(6)
{"formula": "C16H20N4O5S3", "method": "ωB97M-V/def2-TZVPD", "homo_energy_ev": -8.8, "energy_ev": -65614.6947, "orbital_gap_ev": 7.788, "largest_force_ev_per_a": 0.80, "species": ["C", "C", "N", "C", "O", "S", "O", "O", "C", "C", "C", "S", "C", "S", "N", "C", "C", "N", "C", "H", "H", "H", "H", "H", "H", "H", "H", "H", "H", "H", "H", "H", "H", "H", "C", "C", "C", "C", "C", "C", "N", "O", "O", "H", "H", "H", "H", "H"], "positions_angstrom": [[1.507, -3.809, -0.312], [1.862, -2.517, -0.981], [2.887, -1.861, -0.651], [0.904, -2.032, -2.060], [0.262, -0.839, -1.573], [0.425, 0.433, -2.606], [-0.319, 0.121, -3.795], [-0.502, 1.469, -1.766], [-0.759, 1.289, -0.354], [-1.990, 0.425, -0.074], [-3.274, 1.181, -0.423], [-4.707, 0.176, -0.944], [-3.985, -1.306, -1.605], [-3.188, -1.385, -2.986], [-4.204, -2.468, -0.804], [-3.283, -3.054, 0.023], [-3.946, -4.098, 0.604], [-5.232, -4.162, 0.161], [-5.364, -3.167, -0.678], [0.429, -3.842, -0.166], [2.005, -3.886, 0.646], [1.782, -4.631, -0.971], [2.955, -1.016, -1.221], [1.429, -1.852, -2.997], [0.123, -2.764, -2.247], [0.117, 0.941, 0.183], [-0.967, 2.287, 0.018], [-1.878, -0.486, -0.642], [-1.947, 0.206, 0.991], [-3.062, 1.949, -1.161], [-3.624, 1.670, 0.481], [-2.277, -2.697, 0.129], [-3.540, -4.792, 1.318], [-6.264, -2.913, -1.206], [5.214, 2.916, 1.682], [4.889, 3.830, 2.676], [3.566, 4.182, 2.892], [2.590, 3.605, 2.103], [2.892, 2.698, 1.104], [4.217, 2.353, 0.896], [1.181, 3.959, 2.344], [0.942, 4.768, 3.212], [0.338, 3.409, 1.660], [6.247, 2.640, 1.521], [5.666, 4.268, 3.286], [3.302, 4.890, 3.663], [2.110, 2.267, 0.499], [4.472, 1.643, 0.123]]}

---

(7)
{"formula": "C16H12Br2IrN4OSe2Te2", "method": "ωB97M-V/def2-TZVPD", "homo_energy_ev": [-8.2, -11.4], "spin_multiplicity": 5, "energy_ev": -312992.3778, "e_above_lowest_kj_mol": 32.8, "orbital_gap_ev": [3.829, 5.135], "total_charge": 1, "largest_force_ev_per_a": 0.78, "species": ["Ir", "Se", "Te", "Te", "Se", "Br", "C", "C", "C", "N", "C", "C", "C", "C", "C", "Br", "C", "C", "N", "H", "H", "H", "H", "H", "H", "N", "C", "O", "C", "C", "C", "C", "N", "C", "H", "H", "H", "H", "H", "H"], "positions_angstrom": [[-0.659, -0.065, 0.367], [-3.116, -0.402, -0.110], [-4.708, 1.273, 0.688], [-3.197, 3.309, 1.792], [-0.915, 2.504, 1.697], [5.825, -0.015, 2.180], [4.027, -0.065, 1.600], [3.683, 0.420, 0.320], [2.368, 0.378, -0.055], [1.371, -0.056, 0.731], [1.702, -0.568, 1.976], [3.048, -0.585, 2.401], [0.625, -1.065, 2.750], [0.777, -1.636, 4.031], [-0.314, -2.122, 4.698], [-0.129, -2.891, 6.418], [-1.582, -2.056, 4.082], [-1.665, -1.497, 2.837], [-0.626, -0.994, 2.159], [4.437, 0.802, -0.345], [2.094, 0.720, -1.041], [3.311, -1.013, 3.353], [1.751, -1.698, 4.484], [-2.456, -2.440, 4.578], [-2.625, -1.459, 2.338], [-2.332, -1.107, -4.872], [-1.618, 0.017, -5.073], [-1.515, 0.548, -6.153], [-0.952, 0.630, -3.863], [-0.235, 1.812, -4.077], [0.344, 2.449, -2.994], [0.169, 1.912, -1.731], [-0.476, 0.757, -1.519], [-1.007, 0.127, -2.574], [-2.788, -1.513, -5.673], [-2.431, -1.568, -3.988], [-0.156, 2.195, -5.084], [0.921, 3.350, -3.120], [0.551, 2.419, -0.854], [-1.503, -0.809, -2.352]]}

---

(8)
{"formula": "C12H17BI2O6", "method": "ωB97M-V/def2-TZVPD", "homo_energy_ev": -9.1, "energy_ev": -41883.9423, "orbital_gap_ev": 8.073, "largest_force_ev_per_a": 1.48, "species": ["C", "C", "I", "C", "I", "C", "C", "C", "B", "O", "O", "C", "O", "O", "C", "O", "H", "H", "H", "H", "H", "H", "H", "C", "C", "O", "C", "C", "H", "H", "H", "H", "H", "H", "H", "H", "H", "H"], "positions_angstrom": [[-2.882, 2.244, 1.632], [-2.169, 2.439, 0.332], [-3.164, 3.539, -1.166], [-0.967, 1.926, 0.134], [0.140, 2.052, -1.670], [-0.258, 1.202, 1.163], [0.632, 1.669, 2.024], [1.184, 3.033, 2.218], [0.032, 4.115, 2.397], [-0.664, 4.168, 3.588], [-0.327, 4.953, 1.370], [1.130, 0.537, 2.859], [1.960, 0.555, 3.722], [0.471, -0.593, 2.439], [-0.373, -0.267, 1.405], [-1.058, -1.081, 0.838], [-2.865, 1.201, 1.910], [-3.921, 2.507, 1.502], [-2.500, 2.879, 2.416], [1.899, 3.277, 1.442], [1.733, 2.994, 3.152], [-0.460, 4.996, 4.028], [0.403, 5.443, 0.993], [0.571, -3.396, -0.745], [-0.158, -2.929, -1.992], [0.693, -2.405, -2.997], [1.672, -3.288, -3.507], [1.102, -4.541, -4.151], [1.152, -2.577, -0.317], [-0.144, -3.741, 0.001], [1.260, -4.216, -0.953], [-0.834, -2.116, -1.728], [-0.780, -3.734, -2.400], [2.395, -3.550, -2.726], [2.218, -2.715, -4.257], [0.552, -5.155, -3.437], [1.907, -5.150, -4.563], [0.417, -4.276, -4.957]]}

---

Please write out number 8 again, unchanged.
{"formula": "C12H17BI2O6", "method": "ωB97M-V/def2-TZVPD", "homo_energy_ev": -9.1, "energy_ev": -41883.9423, "orbital_gap_ev": 8.073, "largest_force_ev_per_a": 1.48, "species": ["C", "C", "I", "C", "I", "C", "C", "C", "B", "O", "O", "C", "O", "O", "C", "O", "H", "H", "H", "H", "H", "H", "H", "C", "C", "O", "C", "C", "H", "H", "H", "H", "H", "H", "H", "H", "H", "H"], "positions_angstrom": [[-2.882, 2.244, 1.632], [-2.169, 2.439, 0.332], [-3.164, 3.539, -1.166], [-0.967, 1.926, 0.134], [0.140, 2.052, -1.670], [-0.258, 1.202, 1.163], [0.632, 1.669, 2.024], [1.184, 3.033, 2.218], [0.032, 4.115, 2.397], [-0.664, 4.168, 3.588], [-0.327, 4.953, 1.370], [1.130, 0.537, 2.859], [1.960, 0.555, 3.722], [0.471, -0.593, 2.439], [-0.373, -0.267, 1.405], [-1.058, -1.081, 0.838], [-2.865, 1.201, 1.910], [-3.921, 2.507, 1.502], [-2.500, 2.879, 2.416], [1.899, 3.277, 1.442], [1.733, 2.994, 3.152], [-0.460, 4.996, 4.028], [0.403, 5.443, 0.993], [0.571, -3.396, -0.745], [-0.158, -2.929, -1.992], [0.693, -2.405, -2.997], [1.672, -3.288, -3.507], [1.102, -4.541, -4.151], [1.152, -2.577, -0.317], [-0.144, -3.741, 0.001], [1.260, -4.216, -0.953], [-0.834, -2.116, -1.728], [-0.780, -3.734, -2.400], [2.395, -3.550, -2.726], [2.218, -2.715, -4.257], [0.552, -5.155, -3.437], [1.907, -5.150, -4.563], [0.417, -4.276, -4.957]]}